Below is an isolated molecule of C3H7NOS at a distorted geometry, with properties calculated with ωB97M-V/def2-TZVPD.

```
13
C3H7NOS (ωB97M-V/def2-TZVPD)
C 0.537 0.736 0.399
C -0.381 -0.063 -0.439
C 0.648 -0.765 0.469
H 2.099 0.788 -0.737
H 2.164 1.903 0.422
H -0.001 1.333 1.103
H -0.075 -0.161 -1.472
H -2.129 1.237 0.282
H 0.373 -1.267 1.345
H 1.601 -2.158 -0.514
N 1.560 1.478 -0.238
O 1.735 -1.271 -0.094
S -2.103 -0.081 -0.037
```

Energy relative to the best compared isomer or geometry (same formula, charge and spin)   214.7 kJ/mol
SMILES string   N[C@@H]1[C@H](O)[C@H]1S
DFT total energy   -646.63020 a.u.
Maximum force   0.07810 hartree/bohr

Atomic partial charges in e from the Löwdin method, atoms 1 to 5: -0.366 -0.595 -0.376 0.069 0.066

=====

Below is C28H28Br2LuO2PS4Sb2 as an isolated structure at a distorted geometry, with properties calculated with ωB97M-V/def2-TZVPD.

```
68
C28H28Br2LuO2PS4Sb2 (ωB97M-V/def2-TZVPD)
Lu -1.136 -1.017 -0.041
S -4.210 -4.235 2.081
Sb -3.177 -3.441 0.189
S -3.776 -1.125 -0.038
S -0.797 -3.543 0.562
Br 3.518 -4.992 4.762
C 2.972 -4.015 3.225
C 2.914 -2.630 3.295
C 2.585 -1.904 2.167
C 2.273 -2.576 0.978
C 2.291 -3.983 0.945
C 2.662 -4.703 2.060
H 3.123 -2.119 4.225
H 2.538 -0.824 2.204
H 2.025 -4.487 0.028
H 2.714 -5.782 2.022
O 1.512 -2.471 -1.369
C 2.081 -1.885 -0.256
S -1.073 -0.106 -2.493
Sb 0.240 1.775 -1.854
C 2.650 -0.811 -0.957
C 2.100 -1.396 -2.203
C 3.161 -1.615 -3.213
C 4.229 -0.791 -3.177
C 4.496 0.099 -2.075
C 3.742 0.068 -0.930
C -1.312 2.924 -0.877
C -1.009 4.221 -0.474
C -1.913 4.949 0.285
C -3.129 4.384 0.645
C -3.451 3.106 0.214
C -2.543 2.376 -0.544
C -0.050 2.808 -3.746
C 1.007 2.869 -4.649
C 0.855 3.487 -5.884
C -0.359 4.062 -6.225
C -1.419 4.012 -5.329
C -1.263 3.390 -4.099
H 1.252 -0.888 -2.706
H 2.964 -2.283 -4.042
H 4.949 -0.813 -3.985
H 5.368 0.735 -2.140
H 4.002 0.609 -0.031
H -0.052 4.657 -0.744
H -1.657 5.951 0.610
H -3.823 4.938 1.265
H -4.406 2.665 0.473
H -2.819 1.387 -0.893
H 1.963 2.431 -4.376
H 1.685 3.518 -6.581
H -0.478 4.551 -7.184
H -2.371 4.457 -5.594
H -2.093 3.362 -3.402
Br 0.316 0.772 1.353
C -1.123 -0.150 4.585
P -2.051 -1.399 3.651
C -3.796 -1.187 4.049
C -1.544 -3.012 4.278
O -1.793 -1.245 2.188
H -1.217 -0.305 5.660
H -1.501 0.834 4.309
H -0.078 -0.210 4.284
H -3.946 -1.191 5.130
H -4.343 -2.012 3.588
H -4.140 -0.245 3.619
H -1.676 -3.050 5.362
H -0.498 -3.184 4.020
H -2.165 -3.772 3.801
```

DFT total energy   -10032.68172 a.u.
Maximum force   0.06798 hartree/bohr
Multiplicity   2
Total charge   -1

Atomic partial charges in e from the Löwdin method, atoms 1 to 5: 0.614 -0.210 0.251 -0.164 -0.045

=====

Below is a 2-piece molecular cluster, C32H32N3 overall at a distorted geometry, with properties calculated with ωB97M-V/def2-TZVPD.

```
67
C32H32N3 (ωB97M-V/def2-TZVPD)
C -2.239 -0.902 5.830
N -2.502 -1.933 4.843
C -3.303 -3.015 5.403
C -2.282 -1.714 3.476
C -1.028 -1.990 2.871
C -0.817 -1.768 1.521
C -1.854 -1.265 0.703
C -1.798 -1.288 -0.737
C -2.721 -0.565 -1.590
C -2.823 -1.288 -2.825
C -3.909 -1.132 -3.683
C -4.815 -0.091 -3.448
C -4.695 0.684 -2.285
C -3.683 0.426 -1.344
C -1.917 -2.424 -2.766
C -1.258 -2.414 -1.483
C -0.617 -3.582 -1.065
C -0.496 -4.659 -1.960
C -1.175 -4.656 -3.191
C -1.969 -3.561 -3.556
C -3.097 -0.981 1.325
C -3.320 -1.212 2.664
H -1.734 -0.047 5.371
H -3.187 -0.583 6.284
H -1.614 -1.336 6.620
H -3.560 -3.772 4.654
H -2.721 -3.475 6.213
H -4.217 -2.604 5.855
H -0.237 -2.427 3.481
H 0.158 -1.941 1.063
H -4.080 -1.874 -4.466
H -5.643 0.080 -4.133
H -5.419 1.485 -2.096
H -3.625 1.028 -0.438
H -0.174 -3.636 -0.074
H 0.117 -5.525 -1.682
H -1.134 -5.534 -3.832
H -2.674 -3.603 -4.387
H -3.923 -0.622 0.713
H -4.310 -1.023 3.080
C 4.432 1.824 -3.423
C 3.464 0.644 -3.173
C 2.466 0.880 -2.078
C 2.673 1.946 -1.170
N 3.785 2.741 -1.254
C 4.879 2.475 -2.142
C 4.140 3.707 -0.256
C 2.932 4.323 0.400
C 1.897 3.261 0.832
C 1.714 2.141 -0.147
C 0.640 1.238 -0.055
N 0.441 0.220 -0.912
C 1.350 0.045 -1.888
H 5.309 1.490 -3.982
H 3.935 2.572 -4.047
H 2.944 0.403 -4.116
H 4.083 -0.239 -2.941
H 5.651 1.861 -1.647
H 5.344 3.439 -2.366
H 4.807 3.265 0.505
H 4.716 4.486 -0.762
H 3.254 4.919 1.258
H 2.463 5.019 -0.301
H 2.224 2.863 1.808
H 0.932 3.759 1.022
H -0.092 1.353 0.758
H 1.190 -0.804 -2.568
```

Energy relative to the best compared isomer or geometry (same formula, charge and spin)   70.2 kJ/mol
DFT total energy   -1402.60717 a.u.
Maximum force   0.03681 hartree/bohr
Total charge   +1

Atomic partial charges in e from the Löwdin method, atoms 1 to 5: -0.069 -0.247 -0.066 -0.218 0.032

=====

Below is C27H41ClNO15 as an isolated structure at a distorted geometry, with properties calculated with ωB97M-V/def2-TZVPD.

```
85
C27H41ClNO15 (ωB97M-V/def2-TZVPD)
Cl -0.736 18.313 -16.974
O -0.515 19.122 -15.850
O -1.884 17.647 -16.908
O -0.910 19.155 -18.147
O 0.416 17.469 -17.214
O 1.784 17.349 -21.482
C 0.845 17.016 -20.834
O 0.461 17.901 -19.756
C -0.542 17.199 -19.027
C -1.012 16.031 -19.795
C 0.062 15.792 -20.884
H -1.389 17.853 -18.822
H 0.002 16.962 -18.113
H -2.014 16.129 -20.212
H -1.004 15.100 -19.228
H -0.291 15.691 -21.910
H 0.690 14.916 -20.718
O 1.118 20.886 -21.480
C 0.036 20.802 -20.958
O -0.848 21.765 -21.347
C -2.163 21.467 -20.746
C -1.777 20.597 -19.507
C -0.615 19.777 -20.033
H -2.570 20.711 -21.416
H -2.908 22.262 -20.746
H -2.629 20.067 -19.082
H -1.380 21.237 -18.720
H -0.879 18.885 -20.601
H -0.100 19.362 -19.167
O -6.409 15.528 -16.274
C -5.246 15.921 -16.478
O -4.893 16.446 -17.715
C -3.473 16.608 -17.785
C -3.097 16.565 -16.280
C -4.068 15.640 -15.622
H -3.051 17.434 -18.356
H -3.191 15.730 -18.366
H -3.231 17.587 -15.926
H -2.068 16.214 -16.204
H -4.267 15.808 -14.564
H -3.924 14.578 -15.826
O -6.415 20.668 -17.924
C -5.234 20.417 -17.748
O -4.389 21.385 -17.503
C -3.068 20.831 -17.161
C -3.166 19.457 -17.865
C -4.658 19.029 -17.791
H -2.939 20.664 -16.092
H -2.244 21.512 -17.377
H -2.488 18.693 -17.486
H -2.873 19.544 -18.912
H -5.030 18.444 -16.950
H -5.107 18.582 -18.678
O -1.894 14.568 -14.171
C -2.046 15.794 -14.096
O -1.452 16.679 -14.837
C -2.105 17.923 -14.754
C -3.448 17.725 -14.053
C -3.037 16.537 -13.159
H -2.208 18.522 -15.659
H -1.706 18.711 -14.115
H -4.209 17.682 -14.833
H -3.780 18.646 -13.575
H -3.817 15.852 -12.827
H -2.678 16.914 -12.202
N 1.065 16.473 -15.799
C 2.375 16.193 -15.826
C 2.530 14.792 -15.976
C 1.211 14.292 -16.081
C 0.358 15.335 -15.976
H 0.724 17.405 -15.612
H 3.116 16.974 -15.742
H 3.402 14.159 -15.905
H 1.055 13.224 -16.090
H -0.719 15.413 -15.941
C -0.070 21.339 -16.258
C -0.881 21.429 -15.012
O -0.618 22.439 -14.263
C -1.996 20.572 -14.674
H 0.395 22.304 -16.457
H -0.527 20.868 -17.128
H 0.668 20.571 -16.024
H -2.855 20.638 -15.342
H -2.396 20.754 -13.677
H -1.884 19.487 -14.684
```

Energy relative to the best compared isomer or geometry (same formula, charge and spin)   4193.6 kJ/mol
DFT total energy   -2695.28584 a.u.
Maximum force   0.33381 hartree/bohr
Total charge   -1

Atomic partial charges in e from the Löwdin method, atoms 1 to 5: 0.916 -0.313 -0.506 -0.463 -0.208

=====

Below is a 2-piece molecular cluster, C3H5F3IN overall at a distorted geometry, with properties calculated with ωB97M-V/def2-TZVPD.

```
13
C3H5F3IN (ωB97M-V/def2-TZVPD)
C 1.790 0.199 0.504
C 1.215 0.736 -0.577
C -1.936 -1.557 0.485
N 0.541 1.923 -0.739
F 1.221 -0.121 -1.668
F -1.912 -2.366 -0.611
F -2.780 -2.135 1.358
I -2.435 0.459 -0.111
H 2.190 -0.806 0.568
H -0.877 -1.708 0.888
H 2.068 0.705 1.472
H 0.512 2.282 -1.691
H 0.404 2.390 0.122
```

Energy relative to the best compared isomer or geometry (same formula, charge and spin)   16.5 kJ/mol
SMILES string   C=C(N)F.FC(F)I
DFT total energy   -769.30418 a.u.
Maximum force   0.05247 hartree/bohr

Atomic partial charges in e from the Löwdin method, atoms 1 to 5: 0.017 -0.502 -0.828 0.079 0.009

=====

Below is a 8-piece molecular cluster, C30H40F9IN2O22 overall, with properties calculated with ωB97M-V/def2-TZVPD.

```
104
C30H40F9IN2O22 (ωB97M-V/def2-TZVPD)
C 3.513 -1.454 1.929
N 2.969 -0.354 2.724
C 2.634 0.860 1.997
C 1.684 0.702 0.790
C 2.271 1.165 -0.534
O 0.500 1.516 1.020
C -0.676 0.900 1.440
C -1.572 2.006 1.956
F -0.365 0.043 2.516
C -1.365 0.069 0.340
N -0.759 -1.255 0.150
I -0.934 -1.823 -1.823
C -1.349 -2.268 1.061
C -0.337 -2.848 2.035
F 0.162 -4.060 1.538
H 4.372 -1.905 2.438
H 2.792 -2.255 1.713
H 3.867 -1.072 0.962
H 2.182 -0.651 3.281
H 3.564 1.344 1.667
H 2.153 1.548 2.701
H 1.366 -0.339 0.713
H 3.228 0.666 -0.726
H 1.586 0.954 -1.359
H 2.455 2.248 -0.508
H -1.843 2.661 1.121
H -1.029 2.603 2.693
H -2.480 1.598 2.407
H -1.277 0.660 -0.575
H -2.437 -0.021 0.582
H -2.199 -1.833 1.596
H -1.747 -3.113 0.485
H -0.789 -3.064 3.010
H 0.509 -2.172 2.165
C 0.531 4.829 1.117
C 1.441 5.637 2.020
O 2.478 6.038 1.141
C 2.005 6.009 -0.129
O 2.571 6.458 -1.070
O 0.800 5.413 -0.168
F 1.971 4.894 3.023
H 0.837 3.782 1.106
H -0.526 4.912 1.351
H 0.989 6.529 2.456
C -2.927 -6.459 -3.178
C -2.761 -5.013 -2.753
O -3.939 -4.773 -2.003
C -4.397 -5.960 -1.532
O -5.226 -6.071 -0.691
O -3.751 -6.979 -2.122
F -2.712 -4.158 -3.800
H -3.458 -6.520 -4.127
H -2.001 -7.019 -3.238
H -1.899 -4.820 -2.112
C 2.472 7.000 -4.173
C 1.145 7.407 -4.782
O 1.518 7.894 -6.055
C 2.720 7.348 -6.398
O 3.205 7.419 -7.474
O 3.254 6.709 -5.339
F 0.527 8.396 -4.092
H 2.913 7.841 -3.637
H 2.428 6.137 -3.519
H 0.433 6.589 -4.914
C 2.315 -6.302 -5.528
C 2.049 -7.372 -4.484
O 0.643 -7.302 -4.328
C 0.102 -6.747 -5.447
O -1.058 -6.713 -5.679
O 1.074 -6.254 -6.237
F 2.642 -7.106 -3.300
H 2.492 -5.343 -5.040
H 3.123 -6.535 -6.214
H 2.318 -8.386 -4.786
C -5.948 3.872 0.999
C -6.119 4.355 2.428
O -4.779 4.494 2.867
C -3.976 4.646 1.785
O -2.831 4.944 1.832
O -4.666 4.406 0.653
F -6.752 3.455 3.212
H -5.906 2.781 0.976
H -6.699 4.238 0.307
H -6.623 5.318 2.529
C 5.878 1.013 3.874
C 7.082 0.097 3.784
O 7.736 0.556 2.620
C 7.366 1.849 2.387
O 7.875 2.559 1.592
O 6.350 2.191 3.207
F 6.737 -1.205 3.615
H 5.037 0.585 3.325
H 5.577 1.258 4.888
H 7.775 0.157 4.625
C -5.794 -5.015 2.400
C -4.341 -4.879 2.819
O -3.889 -3.816 2.001
C -4.961 -3.057 1.635
O -4.873 -1.990 1.127
O -6.102 -3.685 1.958
F -3.610 -5.984 2.555
H -5.879 -5.703 1.561
H -6.466 -5.296 3.205
H -4.187 -4.607 3.865
```

SMILES string   CNC[C@H](C)O[C@](C)(F)CN(I)CCF.O=C1OC[C@@H](F)O1.O=C1OC[C@@H](F)O1.O=C1OC[C@@H](F)O1.O=C1OC[C@@H](F)O1.O=C1OC[C@@H](F)O1.O=C1OC[C@@H](F)O1.O=C1OC[C@@H](F)O1
DFT total energy   -4128.50390 a.u.
Maximum force   0.00672 hartree/bohr

Atomic partial charges in e from the Löwdin method, atoms 1 to 5: -0.104 -0.123 -0.177 -0.334 -0.017

=====

Below is an isolated ion of composition C3H6N3O4 and charge -1 at a distorted geometry, with properties calculated with ωB97M-V/def2-TZVPD.

```
16
C3H6N3O4 (ωB97M-V/def2-TZVPD)
C 0.994 -1.449 -0.041
C -0.162 0.854 -0.500
C 0.736 0.067 0.473
N 2.027 0.684 0.674
N -2.016 -0.546 0.063
N -1.625 0.698 -0.082
O 2.158 -1.692 -0.308
O -3.266 -0.981 0.236
O -2.301 1.744 -0.189
O -0.001 -2.172 -0.086
H -0.039 1.893 -0.490
H -0.104 0.621 -1.666
H 0.238 -0.080 1.453
H 2.564 -0.013 0.133
H 2.008 1.610 0.273
H -1.211 -1.238 0.057
```

Energy relative to the best compared isomer or geometry (same formula, charge and spin)   9.3 kJ/mol
DFT total energy   -583.07186 a.u.
Maximum force   0.06917 hartree/bohr
Total charge   -1

Atomic partial charges in e from the Löwdin method, atoms 1 to 5: -0.675 -0.041 -0.316 0.021 -0.059

=====

Below is C20H31FN8O2Ta as an isolated structure, with properties calculated with ωB97M-V/def2-TZVPD.

```
63
C20H31FN8O2Ta (ωB97M-V/def2-TZVPD)
Ta 0.350 0.211 0.331
C -4.535 0.561 -0.181
N -3.990 -0.792 -0.372
C -4.906 -1.884 -0.743
C -2.697 -0.996 -0.181
N -1.845 -0.058 0.188
N -2.235 -2.287 -0.375
C -0.952 -2.734 -0.228
N -0.769 -4.032 -0.448
N 0.042 -1.929 0.095
H -5.594 0.545 -0.411
H -4.055 1.274 -0.854
H -4.423 0.885 0.856
H -5.902 -1.473 -0.860
H -4.956 -2.643 0.040
H -4.624 -2.326 -1.701
H -2.324 0.828 0.316
H -2.927 -2.975 -0.634
H -1.523 -4.659 -0.684
H 0.141 -4.455 -0.346
H 0.922 -2.435 0.071
N -0.291 -0.208 2.492
C 0.502 -0.906 3.576
C 1.670 -0.102 4.116
C 2.874 -0.031 3.173
C 2.962 1.203 2.296
N 1.673 1.567 1.604
H -0.624 0.671 2.896
H -1.143 -0.750 2.369
H 0.847 -1.854 3.161
H -0.199 -1.132 4.380
H 1.972 -0.602 5.037
H 1.337 0.892 4.437
H 2.900 -0.932 2.556
H 3.795 -0.052 3.756
H 3.708 1.056 1.516
H 3.260 2.071 2.884
H 1.910 2.300 0.934
H 1.087 2.060 2.279
O -1.598 3.351 -1.249
C -0.879 2.413 -1.212
O -0.213 2.012 -0.075
C -0.565 1.478 -2.332
C -0.852 1.769 -3.646
C -0.498 0.831 -4.612
C 0.119 -0.345 -4.211
C 0.368 -0.559 -2.865
N 0.029 0.339 -1.934
H -1.325 2.710 -3.894
H -0.689 1.023 -5.659
H 0.422 -1.090 -4.933
H 0.875 -1.450 -2.520
F 6.256 -0.652 -1.445
C 4.987 -0.546 -1.105
C 4.270 0.569 -1.517
C 2.938 0.664 -1.160
C 2.294 -0.326 -0.387
C 3.070 -1.431 -0.003
C 4.406 -1.553 -0.350
H 4.757 1.328 -2.114
H 2.395 1.536 -1.515
H 2.671 -2.227 0.622
H 4.999 -2.406 -0.049
```

Energy relative to the best compared isomer or geometry (same formula, charge and spin)   0.0 kJ/mol
DFT total energy   -1525.38004 a.u.
Maximum force   0.00271 hartree/bohr
Total charge   +3

Atomic partial charges in e from the Löwdin method, atoms 1 to 5: 1.881 0.022 -0.098 0.014 -0.363

=====

Below is a 2-piece molecular cluster, C5H9N2 overall at a distorted geometry, with properties calculated with ωB97M-V/def2-TZVPD.

```
16
C5H9N2 (ωB97M-V/def2-TZVPD)
C -2.223 -0.774 -0.180
C -1.678 -1.003 -1.359
C 0.915 -0.609 1.453
C 1.467 -1.238 0.300
C -0.251 1.823 -0.546
N -0.007 -1.188 0.472
N -0.859 -0.467 -0.294
H -3.169 -0.812 0.358
H -1.695 -1.561 -2.287
H 0.867 -1.225 2.436
H 1.089 0.405 1.781
H 1.871 -0.487 -0.419
H 1.943 -2.240 0.340
H -1.285 1.697 -0.696
H 0.193 1.924 0.503
H 0.398 1.812 -1.387
```

Energy relative to the best compared isomer or geometry (same formula, charge and spin)   973.6 kJ/mol
DFT total energy   -304.85922 a.u.
Maximum force   0.09283 hartree/bohr
Total charge   +1

Atomic partial charges in e from the Löwdin method, atoms 1 to 5: 0.081 0.125 -0.134 -0.081 0.262